Entry 1:
{"formula": "C15H17N3O3S2", "method": "ωB97M-V/def2-TZVPD", "e_tot_ev": -48114.331, "smiles": "CCOC(=O)CSc1nnc(NC(=O)CCc2ccccc2)s1", "total_charge": 0, "homo_lumo_gap_ev": 8.8, "de_lowest_kj_mol": 126.8, "symbols": ["C", "C", "H", "H", "O", "C", "O", "C", "H", "H", "S", "C", "N", "N", "C", "N", "C", "O", "C", "H", "C", "C", "C", "C", "C", "C", "C", "H", "H", "H", "H", "H", "H", "H", "H", "H", "S", "H", "H", "H"], "xyz": [[-0.31, -0.82, -4.46], [-0.79, -2.23, -4.12], [-1.74, -2.19, -3.58], [-0.90, -2.83, -5.02], [0.18, -2.91, -3.32], [0.03, -2.88, -2.00], [-0.90, -2.40, -1.42], [1.22, -3.52, -1.32], [0.95, -3.93, -0.35], [1.68, -4.26, -1.97], [2.50, -2.23, -1.09], [1.87, -1.32, 0.24], [2.44, -0.24, 0.64], [1.90, 0.30, 1.72], [0.88, -0.34, 2.18], [0.13, -0.03, 3.27], [0.03, 1.14, 4.01], [-0.69, 1.15, 4.97], [0.80, 2.34, 3.51], [1.69, 2.03, 2.97], [-0.12, 3.17, 2.58], [-0.55, 2.36, 1.39], [0.24, 2.29, 0.25], [-0.12, 1.48, -0.81], [-1.28, 0.73, -0.75], [-2.08, 0.79, 0.38], [-1.72, 1.60, 1.44], [-2.35, 1.65, 2.32], [-2.98, 0.20, 0.43], [-1.56, 0.08, -1.56], [0.52, 1.44, -1.68], [1.15, 2.87, 0.21], [-1.00, 3.49, 3.15], [0.43, 4.05, 2.26], [1.07, 2.95, 4.37], [-0.51, -0.75, 3.58], [0.48, -1.78, 1.23], [-0.19, -0.24, -3.56], [-1.04, -0.33, -5.10], [0.65, -0.87, -4.98]]}

Entry 2:
{"formula": "C39H83F10NO15S12", "method": "ωB97M-V/def2-TZVPD", "e_tot_ev": -231168.621, "total_charge": 0, "homo_lumo_gap_ev": 5.8, "symbols": ["C", "C", "C", "C", "C", "C", "C", "C", "F", "F", "C", "F", "F", "S", "F", "F", "F", "F", "F", "C", "C", "C", "F", "O", "C", "O", "C", "C", "C", "O", "N", "C", "O", "H", "H", "H", "H", "H", "H", "H", "H", "H", "H", "H", "H", "H", "H", "H", "H", "H", "C", "S", "O", "C", "H", "H", "H", "H", "H", "H", "C", "S", "O", "C", "H", "H", "H", "H", "H", "H", "C", "S", "O", "C", "H", "H", "H", "H", "H", "H", "C", "S", "O", "C", "H", "H", "H", "H", "H", "H", "C", "S", "O", "C", "H", "H", "H", "H", "H", "H", "C", "S", "O", "C", "H", "H", "H", "H", "H", "H", "C", "S", "O", "C", "H", "H", "H", "H", "H", "H", "C", "S", "O", "C", "H", "H", "H", "H", "H", "H", "C", "S", "O", "C", "H", "H", "H", "H", "H", "H", "C", "S", "O", "C", "H", "H", "H", "H", "H", "H", "C", "S", "O", "C", "H", "H", "H", "H", "H", "H"], "xyz": [[1.46, 1.34, 3.75], [1.65, 0.91, 2.52], [1.52, 0.42, 0.99], [0.07, 0.35, 0.31], [-0.70, 1.76, 0.19], [-1.30, 2.31, 1.61], [-2.89, 2.58, 1.47], [-3.83, 1.47, 2.19], [-3.07, 0.32, 2.69], [-4.28, 2.13, 3.43], [-5.17, 1.08, 1.42], [-5.92, 2.32, 1.23], [-6.01, 0.28, 2.30], [-5.04, 0.24, -0.23], [-5.32, -1.25, 0.56], [-6.74, 0.40, -0.39], [-4.90, 1.67, -1.10], [-3.40, -0.03, -0.14], [-5.06, -0.59, -1.68], [2.75, 1.14, 0.23], [2.71, 2.73, -0.06], [4.07, 3.46, 0.49], [2.51, 2.94, -1.48], [3.33, 0.27, -0.81], [2.83, -1.06, -0.48], [2.96, -2.00, -1.34], [2.11, -1.11, 0.99], [3.33, -1.48, 1.98], [3.87, -3.00, 1.78], [4.56, -3.39, 0.78], [1.15, -2.26, 1.00], [0.62, -2.43, 2.19], [0.17, -2.52, 3.37], [1.35, 1.64, 4.86], [0.18, -0.13, -0.75], [-0.64, -0.36, 0.90], [-1.54, 1.61, -0.61], [-0.02, 2.60, -0.26], [-0.82, 3.36, 1.75], [-0.98, 1.70, 2.52], [-3.09, 3.61, 1.97], [-3.12, 2.73, 0.35], [3.60, 1.08, 1.04], [1.86, 3.17, 0.60], [4.04, 3.32, 1.65], [3.94, 4.59, 0.29], [5.03, 3.01, 0.04], [3.05, -1.38, 3.10], [4.26, -0.80, 1.83], [3.63, -3.78, 2.61], [2.71, 5.09, -4.26], [2.22, 6.44, -3.17], [1.21, 5.90, -2.21], [1.33, 7.39, -4.42], [3.25, 4.35, -3.68], [1.82, 4.63, -4.70], [3.36, 5.48, -5.05], [0.53, 6.78, -4.85], [2.03, 7.70, -5.20], [0.91, 8.27, -3.95], [5.66, 3.75, 5.53], [6.44, 3.67, 3.91], [5.63, 2.73, 3.07], [7.91, 2.77, 4.46], [4.69, 4.25, 5.43], [5.50, 2.75, 5.93], [6.29, 4.33, 6.21], [7.61, 1.82, 4.92], [8.46, 3.38, 5.17], [8.54, 2.56, 3.59], [2.76, -2.50, -6.40], [2.53, -0.99, -5.44], [3.38, 0.07, -6.06], [3.38, -1.58, -3.96], [2.33, -2.35, -7.39], [3.82, -2.73, -6.50], [2.24, -3.33, -5.91], [4.40, -1.86, -4.21], [2.84, -2.44, -3.55], [3.39, -0.78, -3.23], [-9.15, -3.99, 2.85], [-8.00, -3.35, 4.08], [-8.57, -3.67, 5.43], [-8.34, -1.60, 3.76], [-9.14, -5.08, 2.90], [-10.16, -3.63, 3.06], [-8.84, -3.67, 1.85], [-9.40, -1.39, 3.91], [-8.05, -1.36, 2.73], [-7.75, -1.00, 4.45], [-9.64, -1.47, 9.97], [-11.00, -2.31, 9.13], [-11.99, -2.72, 10.18], [-10.05, -3.78, 8.68], [-10.01, -0.52, 10.37], [-9.26, -2.09, 10.78], [-8.84, -1.26, 9.25], [-9.65, -4.26, 9.58], [-9.24, -3.50, 8.01], [-10.72, -4.48, 8.17], [-7.58, -7.15, 8.84], [-7.82, -6.83, 10.61], [-7.24, -5.48, 10.90], [-6.63, -8.07, 11.18], [-8.20, -6.45, 8.28], [-6.53, -6.99, 8.58], [-7.88, -8.17, 8.61], [-5.65, -7.86, 10.76], [-6.97, -9.06, 10.87], [-6.59, -8.03, 12.27], [7.97, -2.98, -5.69], [6.98, -4.11, -6.70], [5.54, -3.73, -6.52], [7.29, -5.57, -5.68], [7.89, -1.98, -6.12], [7.59, -2.96, -4.67], [9.01, -3.30, -5.70], [6.95, -5.39, -4.66], [8.35, -5.80, -5.69], [6.73, -6.41, -6.10], [3.37, -6.48, -10.49], [4.57, -6.04, -9.22], [5.89, -6.61, -9.64], [3.90, -7.13, -7.94], [3.62, -5.94, -11.40], [3.40, -7.56, -10.68], [2.37, -6.19, -10.16], [3.90, -8.17, -8.29], [2.88, -6.82, -7.70], [4.52, -7.05, -7.05], [-2.31, 11.27, -5.41], [-1.13, 10.51, -4.27], [-0.19, 9.68, -5.09], [-2.31, 9.39, -3.50], [-1.77, 11.99, -6.03], [-2.76, 10.51, -6.05], [-3.08, 11.79, -4.84], [-2.76, 8.74, -4.26], [-3.08, 9.96, -2.99], [-1.78, 8.77, -2.77], [-3.41, 5.64, 6.00], [-2.22, 4.87, 7.12], [-1.29, 4.04, 6.29], [-3.40, 3.73, 7.89], [-2.88, 6.36, 5.38], [-3.86, 4.88, 5.36], [-4.18, 6.15, 6.58], [-3.86, 3.10, 7.13], [-4.17, 4.31, 8.41], [-2.87, 3.12, 8.61], [9.10, -0.92, -11.30], [7.72, -1.46, -10.26], [8.24, -1.59, -8.87], [7.61, -3.13, -10.95], [9.37, 0.10, -11.02], [9.96, -1.58, -11.16], [8.79, -0.93, -12.35], [8.57, -3.65, -10.83], [7.36, -3.07, -12.01], [6.83, -3.67, -10.42]]}

Entry 3:
{"formula": "C3H3NO2", "method": "ωB97M-V/def2-TZVPD", "e_tot_ev": -8741.317, "smiles": "O=C1C=[N+]([O-])C1", "total_charge": 0, "homo_lumo_gap_ev": 10.0, "de_lowest_kj_mol": 368.0, "symbols": ["C", "C", "C", "N", "O", "O", "H", "H", "H"], "xyz": [[0.07, -0.99, -0.44], [0.09, 0.52, -0.81], [-0.08, -0.57, 0.95], [-0.08, 0.67, 0.65], [0.13, -2.01, -1.07], [-0.21, 1.60, 1.39], [1.02, 0.92, -1.19], [-0.75, 0.89, -1.39], [-0.20, -1.03, 1.91]]}

Entry 4:
{"formula": "C2H3MnO2", "method": "ωB97M-V/def2-TZVPD", "e_tot_ev": -37533.678, "total_charge": 0, "homo_lumo_gap_ev": [6.8, 9.4], "de_lowest_kj_mol": 105.0, "multiplicity": 7, "symbols": ["O", "C", "O", "C", "H", "H", "H", "Mn"], "xyz": [[1.96, 0.21, 0.71], [0.88, 0.82, 0.03], [-0.35, 0.68, 0.44], [-1.14, -0.45, 0.02], [-1.74, -0.19, -0.86], [-0.48, -1.30, -0.21], [-1.80, -0.69, 0.86], [2.68, 0.93, -1.00]]}